C13H14BrN6ORbS2 as an isolated structure. Source: the Open Molecules 2025 dataset; level of theory: ωB97M-V with the def2-TZVPD basis set.

Geometry (Å):
Rb -0.909 0.436 -0.333
C 2.111 -3.973 -0.812
C 1.681 -2.572 -0.463
N 1.168 -1.736 -1.277
N 0.885 -2.114 -2.543
C 0.567 -1.190 -3.505
N 0.139 -1.778 -4.653
S 0.747 0.450 -3.354
C 1.858 -2.106 0.947
C 2.401 -2.948 1.912
C 2.534 -2.494 3.215
C 2.124 -1.211 3.523
C 1.592 -0.442 2.496
N 1.455 -0.867 1.249
H 2.182 -4.127 -1.885
H 1.420 -4.711 -0.399
H 3.100 -4.170 -0.402
H 0.889 -3.087 -2.810
H -0.331 -2.669 -4.610
H -0.196 -1.133 -5.349
H 2.709 -3.952 1.657
H 2.950 -3.142 3.976
H 2.205 -0.818 4.526
H 1.255 0.570 2.693
O -3.619 1.239 -0.638
S -4.151 -0.163 -0.752
N -3.290 -1.329 -0.537
Br -4.201 6.609 1.355
C -2.890 5.308 0.959
C -1.904 5.026 1.888
C -0.972 4.060 1.551
N -0.968 3.400 0.393
C -1.933 3.694 -0.478
C -2.920 4.641 -0.247
H -1.866 5.533 2.841
H -0.182 3.807 2.250
H -1.945 3.136 -1.406
H -3.694 4.825 -0.977

Atoms 1-3, force components in eV/Å:
0.21 -0.07 0.04
-0.04 0.09 0.05
0.02 -0.11 -0.07

## Properties
**Orbital gap**: 0.2541 hartree
**Relative energy (zero: lowest compared OMol25 entry of this formula, charge and spin)**: 3.13 kcal per mole
**Lowest unoccupied orbital energy**: -0.38 eV
**Highest occupied orbital energy**: -7.29 eV

Löwdin atomic charge list, values in e, 8 entries: 0.73 -0.02 -0.25 0.05 -0.03 -0.91 0.08 0.59

---

A 11-piece molecular cluster, C13H14Cl30F3O4S overall. Source: the Open Molecules 2025 dataset; level of theory: ωB97M-V with the def2-TZVPD basis set.

Geometry (Å):
O -2.525 1.308 1.475
S -1.230 0.647 1.489
O -1.253 -0.683 2.052
O -0.659 0.629 0.166
C -0.052 1.646 2.399
C -0.528 2.158 3.750
O 0.535 2.953 4.291
C -0.831 1.082 4.795
F -0.932 1.671 6.017
F 0.192 0.211 4.888
F -1.959 0.422 4.587
H 0.847 1.051 2.525
H 0.221 2.512 1.803
H -1.413 2.795 3.648
H 0.306 3.878 4.191
C -2.925 1.646 -2.447
Cl -3.796 2.977 -1.699
Cl -3.903 0.894 -3.721
Cl -1.385 2.193 -3.117
H -2.718 0.904 -1.681
C 0.940 -1.071 -4.633
Cl 0.197 -2.617 -5.085
Cl 0.483 -0.612 -3.007
Cl 2.699 -1.173 -4.795
H 0.582 -0.315 -5.318
C 1.629 -5.024 -7.419
Cl 3.234 -5.735 -7.235
Cl 1.599 -3.893 -8.771
Cl 0.408 -6.282 -7.628
H 1.393 -4.477 -6.517
C 3.695 -0.460 4.801
Cl 5.451 -0.431 5.023
Cl 3.197 0.668 3.552
Cl 3.145 -2.091 4.430
H 3.238 -0.152 5.731
C 6.644 0.969 1.377
Cl 5.875 2.426 1.997
Cl 5.615 0.179 0.185
Cl 8.232 1.339 0.688
H 6.786 0.286 2.205
C -0.812 5.700 -1.366
Cl -0.856 4.851 0.175
Cl -2.442 6.130 -1.882
Cl 0.216 7.140 -1.267
H -0.390 5.034 -2.106
C -4.180 5.208 3.984
Cl -2.601 4.457 4.251
Cl -4.150 6.217 2.538
Cl -5.435 3.980 3.867
H -4.401 5.840 4.834
C -3.805 -1.643 -6.429
Cl -5.429 -0.957 -6.538
Cl -3.764 -3.236 -7.193
Cl -2.619 -0.566 -7.167
H -3.553 -1.757 -5.382
C 3.283 -1.426 8.711
Cl 3.354 -3.148 8.337
Cl 4.791 -0.624 8.243
Cl 1.888 -0.674 7.935
H 3.165 -1.318 9.781
C -2.545 -8.317 -5.661
Cl -3.083 -8.900 -4.086
Cl -2.979 -9.465 -6.933
Cl -3.215 -6.724 -6.002
H -1.467 -8.232 -5.639

Atoms 1-3, force components in eV/Å:
-0.14 0.75 0.84
-0.87 -0.93 -1.17
0.21 -0.09 1.04

## Properties
**Orbital gap**: 0.2685 hartree
**Lowest unoccupied orbital energy**: 1.73 eV
**Net charge**: -1
**Highest occupied orbital energy**: -5.58 eV

Löwdin atomic charge list, values in e, 8 entries: -0.37 0.34 -0.34 -0.40 -0.19 -0.34 -0.03 -0.58

---

An isolated ion of composition C13H14ClIN2 and charge +2. Source: the Open Molecules 2025 dataset; level of theory: ωB97M-V with the def2-TZVPD basis set.

Geometry (Å):
Cl 6.476 -0.139 2.046
C 6.016 0.045 0.253
C 4.532 -0.648 -0.074
C 3.504 0.600 -0.344
N 2.034 0.260 -0.214
C 1.438 -0.891 0.565
C -0.200 -1.191 0.707
C -1.242 -0.181 -0.055
C -2.879 -0.253 -0.024
C -3.662 0.927 0.864
C -5.301 0.996 0.940
N -6.134 -0.040 0.165
I -8.214 0.217 0.310
C -5.486 -1.165 -0.645
C -3.830 -1.341 -0.799
C -0.571 1.064 -0.919
C 1.062 1.205 -0.951
H 5.909 1.218 0.058
H 6.858 -0.319 -0.496
H 4.688 -1.255 -1.070
H 4.277 -1.314 0.855
H 3.734 1.418 0.494
H 3.637 1.109 -1.416
H 2.141 -1.651 1.134
H -0.629 -2.083 1.345
H -3.002 1.715 1.441
H -5.837 1.864 1.551
H -6.221 -1.909 -1.219
H -3.336 -2.200 -1.455
H -1.267 1.815 -1.486
H 1.507 2.128 -1.560

Atoms 1-3, force components in eV/Å:
-0.45 0.04 -1.93
-0.60 1.30 -1.23
1.29 0.60 -0.54

## Properties
**Orbital gap**: 0.2567 hartree
**Lowest unoccupied orbital energy**: -8.10 eV
**Net charge**: +2
**Highest occupied orbital energy**: -15.09 eV

Löwdin atomic charge list, values in e, 8 entries: 0.48 -0.55 -0.21 -0.17 -0.09 0.10 0.08 -0.10

---

C13H14ClN2O6Tc as an isolated structure. Source: the Open Molecules 2025 dataset; level of theory: ωB97M-V with the def2-TZVPD basis set.

Geometry (Å):
Tc -0.949 0.012 0.709
N -1.417 -0.961 -1.260
C -2.196 -2.202 -1.065
C -3.051 -2.044 0.207
O -4.015 -2.693 0.466
N -2.479 -1.088 1.070
C -3.042 -1.043 2.382
C -2.055 -0.320 3.335
O -2.194 -0.315 4.523
O -1.001 0.214 2.621
H -1.961 -0.218 -1.783
H -0.532 -1.082 -1.804
H -1.526 -3.059 -0.861
H -2.772 -2.397 -1.925
H -3.343 -1.973 2.867
H -3.931 -0.311 2.382
C 3.421 -0.236 0.959
C 2.716 -0.086 -0.334
C 3.303 -0.543 -1.495
C 2.818 -0.213 -2.768
Cl 3.437 -0.970 -4.091
C 1.783 0.698 -2.860
C 1.175 1.181 -1.712
C 1.661 0.813 -0.438
O 0.966 1.255 0.732
C 0.505 2.575 0.863
C -0.799 2.837 0.149
O -1.282 3.908 -0.070
O -1.385 1.654 -0.253
H 2.756 -0.604 1.805
H 3.717 0.779 1.293
H 4.224 -0.985 0.935
H 3.998 -1.383 -1.358
H 1.424 1.054 -3.873
H 0.406 1.888 -1.926
H 1.257 3.316 0.533
H 0.362 2.544 2.045

Atoms 1-3, force components in eV/Å:
-0.53 0.67 -0.35
0.96 1.43 -0.59
0.62 0.18 1.23

## Properties
**Orbital gap (spin up / spin down)**: 0.2622 / 0.2448 hartree
**Lowest unoccupied orbital energy (spin up / spin down)**: -5.52 / -6.08 eV
**Net charge**: +1
**2S+1**: 4
**Highest occupied orbital energy (spin up / spin down)**: -12.66 / -12.74 eV
**⟨S²⟩**: 3.769

Löwdin atomic charge list, values in e, 8 entries: 1.78 -0.06 -0.10 -0.46 0.16 -0.16 -0.11 -0.50

---

A 3-piece molecular cluster, C13H14F2N2O overall. Source: the Open Molecules 2025 dataset; level of theory: ωB97M-V with the def2-TZVPD basis set.

Geometry (Å):
F -3.428 1.577 0.877
C -3.238 0.474 0.098
C -2.043 -0.236 0.198
C -1.931 -1.406 -0.503
C -2.814 -1.814 -1.450
C -4.011 -1.062 -1.509
C -4.241 0.017 -0.700
H -1.236 0.113 0.867
H -0.966 -1.817 -0.384
H -2.618 -2.648 -2.161
H -4.817 -1.356 -2.183
H -5.162 0.526 -0.680
F 4.310 0.976 -1.945
C 3.221 1.358 -1.209
C 1.966 0.894 -1.586
C 0.943 1.306 -0.724
C 1.121 2.071 0.432
C 2.405 2.532 0.705
C 3.511 2.138 -0.064
H 1.772 0.436 -2.560
H -0.007 0.874 -1.031
H 0.275 2.299 1.064
H 2.487 3.256 1.552
H 4.565 2.560 0.075
C 0.883 -2.012 1.653
O 0.305 -3.027 1.871
N 1.425 -1.764 0.441
N 1.038 -0.934 2.576
H 1.617 -2.510 -0.204
H 2.063 -0.991 0.432
H 0.654 -1.236 3.523
H 1.953 -0.594 2.528

Atoms 1-3, force components in eV/Å:
0.06 -0.39 -0.47
1.33 -0.08 1.21
-0.79 1.43 1.24

## Properties
**Orbital gap**: 0.3611 hartree
**Relative energy (zero: lowest compared OMol25 entry of this formula, charge and spin)**: 4.40 kcal per mole
**Lowest unoccupied orbital energy**: 0.60 eV
**SMILES**: Fc1ccccc1.Fc1ccccc1.NC(N)=O
**Highest occupied orbital energy**: -9.23 eV

Löwdin atomic charge list, values in e, 8 entries: 0.05 -0.26 -0.03 -0.11 -0.07 -0.08 -0.04 0.11

---

C13H14IN3OW as an isolated structure. Source: the Open Molecules 2025 dataset; level of theory: ωB97M-V with the def2-TZVPD basis set.

Geometry (Å):
C -0.405 1.068 4.110
C -1.760 0.479 3.697
H 0.347 0.278 4.251
H -0.558 1.568 5.081
H -0.010 1.828 3.427
H -1.742 -0.215 2.852
H -2.141 -0.094 4.556
H -2.492 1.262 3.467
C 2.690 0.356 -0.109
C 3.742 0.130 -0.980
C 3.537 -0.583 -2.172
C 2.256 -0.989 -2.518
H 2.739 0.848 0.870
H 4.737 0.497 -0.716
H 4.364 -0.826 -2.835
H 1.986 -1.558 -3.405
N 1.423 0.003 -0.502
C 1.193 -0.634 -1.703
C -0.199 -0.859 -1.946
N -0.981 -0.444 -0.882
C -2.350 -0.420 -0.976
C -2.160 -1.525 -3.129
C -2.943 -0.995 -2.089
H -2.870 0.076 -0.156
H -4.030 -1.024 -2.153
C -0.778 -1.429 -3.072
H -0.095 -1.748 -3.864
H -2.615 -1.996 -3.998
W -0.073 0.019 0.840
I 0.343 -2.383 1.964
O -0.544 4.219 0.304
C -0.376 3.124 0.708
N -0.238 1.964 1.079

Atoms 1-3, force components in eV/Å:
-0.07 0.04 0.31
-0.02 0.69 0.65
-0.13 0.22 0.07

## Properties
**Orbital gap (spin up / spin down)**: 0.2071 / 0.2643 hartree
**Relative energy (zero: lowest compared OMol25 entry of this formula, charge and spin)**: 7.67 kcal per mole
**Lowest unoccupied orbital energy (spin up / spin down)**: -9.61 / -9.30 eV
**Net charge**: +2
**2S+1**: 3
**Highest occupied orbital energy (spin up / spin down)**: -15.24 / -16.49 eV
**⟨S²⟩**: 2.023

Löwdin atomic charge list, values in e, 8 entries: -0.18 -0.18 0.05 0.09 0.03 -0.04 0.10 0.08

---

M values, unit g/mol, following the record order: 499.80; 1386.90; 360.63; 427.72; 252.26; 539.02.
DFT total energy values, unit eV, following the record order: -117064.0849; -416560.7605; -37279.6808; -43686.8681; -24170.7716; -30136.2064.
F_max values, unit eV/A, following the record order: 0.32; 1.94; 6.03; 3.37; 3.55; 2.99.